No. 1
16
Properties=species:S:1:pos:R:3:forces:R:3 method="wB97M-V/def2-TZVPD" smiles=CCC#CCC multiplicity=1 e_tot_ev=-6382.6190 gap_ev=10.5 homo_energy_ha=-0.343
C 2.585 0.528 -0.285 0.0310 0.0599 -0.0052
C 2.010 -0.836 0.114 0.0245 -0.0564 0.0124
C 0.544 -0.837 0.047 -0.4808 0.0036 0.0177
C -0.660 -0.765 0.019 0.4868 -0.0507 0.0273
C -2.116 -0.583 0.028 -0.0298 -0.0294 0.0057
C -2.481 0.904 0.137 -0.0252 0.0466 0.0077
H 2.336 0.761 -1.325 0.0550 -0.0391 0.1504
H 2.161 1.317 0.343 0.0662 -0.0948 -0.0671
H 3.673 0.542 -0.171 -0.1345 -0.0134 -0.0434
H 2.422 -1.620 -0.534 -0.1207 0.1182 0.0785
H 2.319 -1.091 1.136 -0.0502 0.0571 -0.1538
H -2.544 -1.139 0.873 0.0817 0.1051 -0.1214
H -2.554 -1.020 -0.878 0.1011 0.1009 0.1229
H -2.078 1.460 -0.717 -0.0804 -0.0911 0.1360
H -3.566 1.045 0.165 0.1598 -0.0444 -0.0168
H -2.051 1.335 1.048 -0.0846 -0.0721 -0.1510

***

No. 2
7
Properties=species:S:1:pos:R:3:forces:R:3 method="wB97M-V/def2-TZVPD" multiplicity=1 e_tot_ev=-23389.9468 gap_ev=8.2 homo_energy_ha=-0.330
O -0.873 -1.338 0.622 0.2056 -0.2934 -1.6558
F 1.301 1.603 2.309 0.1413 -0.1553 -0.5993
P -0.135 -0.825 1.957 0.5142 1.1033 0.7531
P 0.706 0.784 1.023 0.1534 0.2335 1.5933
H -0.452 -0.814 -0.104 -1.0064 -0.8842 -0.0861
H -0.095 0.512 -3.195 -0.8901 -1.0974 1.4949
H -0.452 0.079 -2.611 0.8820 1.0935 -1.5001

***

No. 3
10
Properties=species:S:1:pos:R:3:forces:R:3 method="wB97M-V/def2-TZVPD" smiles="C=C(C#N)CF" multiplicity=1 e_tot_ev=-8417.6329 gap_ev=11.4 homo_energy_ha=-0.404
C -0.737 -0.871 0.008 -3.6926 1.5280 1.8954
C -0.048 0.439 0.049 5.9609 -3.0939 1.3863
C -0.181 1.731 0.039 -4.2952 0.9001 -1.7540
C 1.504 -0.061 0.146 2.6178 -2.1424 -2.2494
H -0.522 -1.367 -0.896 0.4696 -0.8145 -0.9239
H -0.731 -1.523 0.920 0.9037 0.6739 -0.8634
H -1.285 2.098 -0.146 2.4319 -0.3427 0.6352
H 0.663 2.303 -0.258 0.4018 0.8017 0.6011
N 2.536 -0.642 -0.102 -5.0436 3.0287 1.6026
F -2.123 -0.494 -0.040 0.2457 -0.5389 -0.3298

***

No. 4
16
Properties=species:S:1:pos:R:3:forces:R:3 method="wB97M-V/def2-TZVPD" smiles="C[C@H]1N[C@H]1CC=O" multiplicity=1 e_tot_ev=-8867.1164 gap_ev=10.7 homo_energy_ha=-0.356
C -1.259 -0.301 1.149 0.0196 0.0270 0.0416
C -1.199 0.165 -0.292 -0.1436 -0.2030 0.0319
N -0.789 1.552 -0.528 -0.0873 0.2209 -0.0802
C 0.078 0.469 -0.981 0.1329 -0.1898 -0.1623
C 1.389 0.303 -0.246 -0.0455 0.0460 -0.0185
C 1.641 -1.123 0.182 -0.1216 -0.1941 -0.1426
O 1.127 -2.084 -0.337 0.2332 0.2871 0.1438
H -1.564 0.521 1.802 -0.0380 -0.1177 -0.0797
H -1.959 -1.132 1.265 0.0463 0.1284 -0.0373
H -0.291 -0.665 1.502 -0.1407 0.0937 0.0364
H -1.981 -0.230 -0.938 0.0938 0.1120 0.1138
H -1.307 1.962 -1.300 0.1092 -0.0674 0.0978
H 0.108 0.260 -2.049 0.0075 0.0159 0.1647
H 1.423 0.972 0.623 -0.0136 -0.1672 -0.0863
H 2.239 0.587 -0.882 -0.0881 0.0237 0.0759
H 2.345 -1.254 1.030 0.0359 -0.0155 -0.0990

***

No. 5
58
Properties=species:S:1:pos:R:3:forces:R:3 method="wB97M-V/def2-TZVPD" smiles="CCOC(=O)CCCC1=C(ON=O)C(=O)OC1=O.CN(C)P(=O)(N(C)C)N(C)C" multiplicity=1 e_tot_ev=-48677.3224 gap_ev=6.2 homo_energy_ha=-0.306
C 0.615 -1.577 1.033 -0.4764 -0.3136 -0.8237
C -0.541 -0.380 0.863 2.8709 -1.0664 -0.8674
O -1.767 -0.918 1.472 -2.6569 2.8252 -2.1711
C -2.987 -0.374 0.856 -1.3175 0.4497 -5.1873
O -3.206 -0.261 -0.477 2.0338 -0.7384 8.5333
C -4.220 0.086 1.876 0.5721 -0.7124 0.2842
C -5.413 0.929 1.131 -0.4071 -0.0036 0.4921
C -6.805 0.701 1.993 0.4144 -0.5193 0.6952
C -7.607 -0.682 1.632 -4.8602 -1.5840 -0.3228
C -9.098 -0.914 1.637 2.0519 -0.1861 0.0455
O -10.202 0.038 1.925 3.7446 -1.4537 0.3607
N -10.903 0.089 0.759 -1.9161 4.8195 -2.4002
O -11.255 1.253 0.528 1.0422 -4.6425 1.2021
C -9.589 -2.439 1.263 -2.8078 -0.9352 -0.2052
O -10.806 -2.971 1.118 9.0004 3.5820 1.0817
O -8.280 -3.107 1.147 -0.5046 1.9391 -0.2672
C -7.103 -2.176 1.182 4.5908 -1.7640 -1.4467
O -5.882 -2.638 0.832 -8.8690 3.3485 2.6665
H 0.136 -2.552 1.513 0.9887 2.2854 -0.7534
H 1.554 -1.198 1.619 -1.9369 -0.8411 -1.1247
H 0.957 -1.896 -0.054 -0.5338 0.7529 2.4005
H -0.107 0.576 1.381 -1.4318 -1.6924 -0.6654
H -0.605 -0.174 -0.287 -0.5116 -0.3732 2.3472
H -4.646 -0.902 2.392 0.9719 2.0464 -1.3363
H -3.793 0.739 2.763 -0.6546 -1.3408 -1.9101
H -5.147 2.076 1.220 -0.6068 -2.3818 -0.3805
H -5.606 0.640 0.013 0.7358 0.4960 2.2280
H -6.459 0.597 3.129 -0.9594 0.1766 -2.3290
H -7.533 1.633 1.940 1.3567 -2.2299 -0.0997
O 3.071 -0.559 -0.558 2.5828 -3.4806 2.0433
P 4.552 -0.232 -0.868 -4.1385 7.1618 -4.2008
N 4.415 1.310 -0.113 0.1669 1.1947 1.5818
C 4.995 2.576 -0.539 0.2848 0.0460 -0.2807
C 4.332 1.257 1.351 -0.5736 -0.3511 0.0506
N 4.203 -0.037 -2.558 -0.2474 -0.4697 -0.8259
C 4.479 1.155 -3.349 0.8591 -0.2053 -0.2205
C 2.943 -0.612 -3.063 0.1257 -0.4502 0.3739
N 6.255 0.144 -1.225 0.6305 -3.8312 0.8939
C 6.846 -0.903 -2.106 0.2622 -0.1981 -0.8573
C 7.151 0.144 -0.045 0.2205 0.5175 0.5134
H 6.084 2.617 -0.456 0.2199 0.0780 -0.0357
H 4.607 3.413 0.055 -0.1086 -0.3916 0.1813
H 4.730 2.837 -1.560 0.0767 -0.2487 -0.0295
H 5.258 0.898 1.806 0.1516 0.0733 0.2601
H 3.533 0.579 1.668 0.0642 -0.0232 -0.1333
H 4.103 2.232 1.795 0.0573 -0.0585 -0.3096
H 3.742 1.942 -3.166 -0.0430 0.0707 0.0400
H 4.443 0.923 -4.420 -0.1344 -0.1365 0.0914
H 5.487 1.543 -3.188 -0.1496 0.0242 0.2568
H 2.078 0.000 -2.787 -0.0509 -0.0495 0.0906
H 2.795 -1.630 -2.687 -0.0549 0.3536 0.0612
H 2.944 -0.701 -4.155 0.3631 0.2321 0.0641
H 6.795 -1.889 -1.627 0.2519 0.0581 -0.0870
H 7.894 -0.677 -2.336 -0.1296 0.0974 0.3331
H 6.347 -0.981 -3.075 -0.1851 0.1768 0.3727
H 7.018 -0.764 0.554 0.2448 0.0666 -0.0114
H 6.999 1.007 0.600 -0.3276 -0.0354 -0.0783
H 8.204 0.209 -0.349 -0.3427 -0.1643 -0.1841